1.
Here is C31H31Br2CsN4O3 as an isolated structure from the Open Molecules 2025 dataset. Energies are from ωB97M-V/def2-TZVPD.

Summary:
- Highest occupied orbital energy: -2.167 eV
- Relative energy (zero: lowest compared OMol25 entry of this formula, charge and spin): 0.000 eV
- Gap between HOMO and LUMO: 5.930 eV
- Net charge: -2
- LUMO: 0.1383 Ha

CARTESIAN COORDINATES (ANGSTROEM)
Cs  -1.41063  0.35277  -1.25855
C  1.77551  -3.73832  2.75552
N  1.67409  -2.66255  1.79519
C  1.74985  -3.14555  0.41540
C  0.41420  -3.39930  -0.27808
C  -0.56352  -4.25410  0.51486
N  -1.68517  -4.66675  -0.31518
C  -2.86916  -4.34278  0.01225
C  -3.38169  -3.52378  1.13452
C  -4.47611  -4.01965  1.84052
C  -5.05771  -3.33463  2.89485
C  -4.52958  -2.08172  3.22817
C  -3.47956  -1.53959  2.52452
C  -2.86449  -2.21384  1.41984
O  -1.94846  -1.67170  0.72721
C  2.63196  -1.60298  2.07172
C  2.14156  -0.22883  1.64093
C  0.90693  0.20933  2.42264
N  0.72302  1.64872  2.32928
C  -0.40117  2.05169  1.88920
C  -0.78758  3.45487  1.76837
C  -0.20215  4.44001  2.55795
C  -0.59362  5.76548  2.47501
C  -1.61290  6.10000  1.57404
C  -2.20510  5.15110  0.77235
C  -1.79776  3.77828  0.79801
O  -2.25614  2.91464  -0.01624
H  2.76231  -4.24160  2.72640
H  1.01277  -4.49043  2.56621
H  1.61798  -3.35129  3.76384
H  2.36300  -4.06519  0.39164
H  2.29175  -2.40404  -0.17678
H  0.62118  -3.90615  -1.22646
H  -0.06473  -2.45411  -0.53182
H  -0.86634  -3.73149  1.42468
H  -0.05381  -5.18512  0.80051
H  -3.64854  -4.76672  -0.63154
H  -4.87472  -4.98877  1.54718
H  -5.89844  -3.75007  3.43646
H  -4.96611  -1.51652  4.04662
H  -3.09587  -0.55484  2.76775
H  3.61363  -1.82416  1.61286
H  2.79553  -1.57546  3.15379
H  1.92855  -0.21664  0.56597
H  2.93561  0.50510  1.80826
H  1.07270  -0.04022  3.47916
H  0.02332  -0.35387  2.09322
H  -1.16140  1.32391  1.57844
H  0.57381  4.13229  3.25108
H  -0.13462  6.52255  3.09945
H  -1.94159  7.13336  1.50046
H  -2.97847  5.42292  0.06216
C  1.01114  3.49839  -1.12620
C  1.53060  2.99171  -2.44087
C  2.56454  3.66233  -3.12986
C  3.01030  3.16965  -4.32140
C  2.43678  1.99801  -4.86127
C  2.81572  1.41048  -6.09308
Br  4.20291  2.18467  -7.15813
C  2.19680  0.27700  -6.54436
C  1.18539  -0.32446  -5.80104
Br  0.37049  -1.89809  -6.49649
C  0.72327  0.15004  -4.54767
O  -0.16737  -0.39124  -3.86039
C  1.40858  1.38443  -4.10357
N  0.98969  1.89517  -2.92349
H  -0.07816  3.45064  -1.10596
H  1.32089  4.52603  -0.93375
H  1.37062  2.88212  -0.29769
H  2.99125  4.56241  -2.70430
H  3.80160  3.66843  -4.86637
H  2.49288  -0.16199  -7.48794

Cartesian forces (eV/Å) of the 3 atoms listed first:
0.0 0.0 -0.1
0.0 0.0 0.0
0.0 0.0 0.0

Just the Mulliken charges please, in e? Sure, here they are: number 1, Cs, carries 1.320; number 2, C, carries -1.383; number 3, N, carries 0.882; number 4, C, carries -1.154; number 5, C, carries -0.121; number 6, C, carries -0.641; number 7, N, carries -0.716; number 8, C, carries -0.568; number 9, C, carries 0.643; number 10, C, carries -0.452; number 11, C, carries -0.609; number 12, C, carries -0.539; number 13, C, carries -0.589; number 14, C, carries 0.152; number 15, O, carries -0.492; number 16, C, carries -1.511; number 17, C, carries -0.234; number 18, C, carries 0.028; number 19, N, carries -0.493; number 20, C, carries 0.215; number 21, C, carries 0.010; number 22, C, carries -0.316; number 23, C, carries -0.629; number 24, C, carries -0.322; number 25, C, carries -0.683; number 26, C, carries 0.041; number 27, O, carries -0.745; number 28, H, carries 0.421; number 29, H, carries 0.354; number 30, H, carries 0.355; number 31, H, carries 0.376; number 32, H, carries 0.488; number 33, H, carries 0.417; number 34, H, carries -0.268; number 35, H, carries 0.433; number 36, H, carries 0.390; number 37, H, carries 0.396; number 38, H, carries 0.355; number 39, H, carries 0.335; number 40, H, carries 0.364; number 41, H, carries 0.341; number 42, H, carries 0.318; number 43, H, carries 0.493; number 44, H, carries 0.057; number 45, H, carries 0.435; number 46, H, carries 0.235; number 47, H, carries -0.046; number 48, H, carries 0.295; number 49, H, carries 0.388; number 50, H, carries 0.364; number 51, H, carries 0.323; number 52, H, carries 0.376; number 53, C, carries -0.482; number 54, C, carries 0.173; number 55, C, carries -0.678; number 56, C, carries -0.777; number 57, C, carries 1.163; number 58, C, carries -0.131; number 59, Br, carries -0.318; number 60, C, carries -0.332; number 61, C, carries -0.104; number 62, Br, carries -0.247; number 63, C, carries 0.342; number 64, O, carries -0.739; number 65, C, carries -0.438; number 66, N, carries -0.117; number 67, H, carries 0.083; number 68, H, carries 0.316; number 69, H, carries 0.122; number 70, H, carries 0.373; number 71, H, carries 0.317; number 72, H, carries 0.388

=====

2.
Here is C31H31CaF9N3O2S as an isolated structure from the Open Molecules 2025 dataset. Energies are from ωB97M-V/def2-TZVPD.

Summary:
- Highest occupied orbital energy: -11.817 eV
- Relative energy (zero: lowest compared OMol25 entry of this formula, charge and spin): 1.055 eV
- Gap between HOMO and LUMO: 9.196 eV
- Net charge: +1
- LUMO: -0.0963 Ha

CARTESIAN COORDINATES (ANGSTROEM)
Ca  0.03409  -0.27119  -0.78593
C  -2.53478  0.80998  3.25281
C  -1.55781  1.34302  2.24316
C  -0.18742  1.29920  2.47459
C  0.71823  1.82967  1.55660
C  2.18406  1.90995  1.89934
C  0.23033  2.35518  0.36140
C  -1.14536  2.42011  0.10754
C  -1.65884  3.12445  -1.11642
C  -2.01901  1.91637  1.06053
H  -2.93853  1.62732  3.85359
H  -2.06419  0.09802  3.92983
H  -3.37857  0.32308  2.76096
H  0.18240  0.89352  3.41104
H  2.58971  0.94132  2.19899
H  2.32191  2.58787  2.74272
H  2.77306  2.30612  1.07014
H  0.90827  2.84509  -0.33287
H  -1.84885  4.17428  -0.88147
H  -2.59310  2.68650  -1.46608
H  -0.93273  3.08789  -1.92339
H  -3.08775  1.98394  0.88542
O  2.14922  0.16389  -0.95735
C  3.18522  -0.80364  -1.22406
C  3.63185  -1.50571  0.04972
C  2.44272  -2.12181  0.80546
C  1.62087  -3.05042  -0.05356
C  2.04053  -4.35467  -0.29023
C  1.23595  -5.19917  -1.03516
C  0.01932  -4.72496  -1.50441
C  -0.31457  -3.41125  -1.24908
N  0.47392  -2.57344  -0.56142
H  2.55664  0.96500  -0.60866
H  4.02978  -0.32267  -1.71730
H  2.75737  -1.52025  -1.92501
H  4.13684  -0.79510  0.70860
H  4.34902  -2.28332  -0.21860
H  1.79482  -1.32418  1.17854
H  2.81214  -2.67476  1.66932
H  2.97865  -4.69825  0.12556
H  1.54194  -6.21658  -1.23935
H  -0.65813  -5.35847  -2.05899
H  -1.25373  -3.00317  -1.60682
S  -5.50935  -3.79172  0.45226
C  -4.15030  -2.64166  0.36091
C  -4.12292  -1.61294  -0.57231
C  -3.00813  -0.79359  -0.62904
N  -1.94347  -0.94774  0.16547
C  -1.99587  -1.91472  1.08778
C  -3.06613  -2.77844  1.22279
C  -6.73619  -2.66098  1.12284
C  -7.50816  -1.85305  0.30607
C  -8.41082  -0.99157  0.91852
N  -8.57508  -0.91815  2.23398
C  -7.85002  -1.72313  3.00191
C  -6.91327  -2.61644  2.49737
H  -4.94505  -1.45853  -1.25681
H  -2.94757  0.00274  -1.36255
H  -1.14048  -1.99700  1.74995
H  -3.06167  -3.55427  1.97583
H  -7.42509  -1.89228  -0.77134
H  -9.03300  -0.33264  0.32291
H  -8.02046  -1.65043  4.07045
H  -6.33840  -3.25834  3.15008
F  -0.38741  -1.31285  -5.49860
C  -0.56711  -1.11730  -4.19946
F  -1.74688  -1.66100  -3.84434
F  0.38863  -1.82506  -3.54436
C  -0.52898  0.36686  -3.73309
O  -0.72523  0.41943  -2.40077
C  -1.66395  1.16027  -4.47240
F  -1.45194  2.48030  -4.36408
F  -1.77755  0.86493  -5.76919
F  -2.84174  0.89098  -3.88544
C  0.83800  1.02487  -4.12835
F  1.04042  2.12456  -3.38107
F  0.89939  1.37250  -5.41128
F  1.87952  0.20082  -3.88646

Cartesian forces (eV/Å) of the 3 atoms listed first:
0.5 -0.2 3.1
0.0 0.0 0.0
0.0 0.0 0.0

Just the Mulliken charges please, in e? Sure, here they are: number 1, Ca, carries 2.618; number 2, C, carries -1.724; number 3, C, carries 0.594; number 4, C, carries -0.615; number 5, C, carries 1.312; number 6, C, carries -1.940; number 7, C, carries -0.970; number 8, C, carries 0.958; number 9, C, carries -1.600; number 10, C, carries -0.285; number 11, H, carries 0.431; number 12, H, carries 0.382; number 13, H, carries 0.317; number 14, H, carries 0.443; number 15, H, carries 0.240; number 16, H, carries 0.488; number 17, H, carries 0.416; number 18, H, carries 0.395; number 19, H, carries 0.472; number 20, H, carries 0.318; number 21, H, carries 0.230; number 22, H, carries 0.471; number 23, O, carries -0.286; number 24, C, carries -0.791; number 25, C, carries -0.748; number 26, C, carries -0.256; number 27, C, carries 0.152; number 28, C, carries -0.859; number 29, C, carries -0.613; number 30, C, carries -1.074; number 31, C, carries -0.325; number 32, N, carries 0.490; number 33, H, carries -0.034; number 34, H, carries 0.592; number 35, H, carries 0.317; number 36, H, carries 0.430; number 37, H, carries 0.442; number 38, H, carries -0.457; number 39, H, carries 0.656; number 40, H, carries 0.559; number 41, H, carries 0.443; number 42, H, carries 0.514; number 43, H, carries 0.417; number 44, S, carries -0.111; number 45, C, carries 0.176; number 46, C, carries -1.059; number 47, C, carries -0.416; number 48, N, carries 0.998; number 49, C, carries -0.416; number 50, C, carries -1.310; number 51, C, carries 0.308; number 52, C, carries -0.069; number 53, C, carries -0.487; number 54, N, carries -0.551; number 55, C, carries -0.439; number 56, C, carries -0.202; number 57, H, carries 0.457; number 58, H, carries 0.193; number 59, H, carries 0.422; number 60, H, carries 0.549; number 61, H, carries 0.470; number 62, H, carries 0.370; number 63, H, carries 0.373; number 64, H, carries 0.412; number 65, F, carries -0.253; number 66, C, carries 0.397; number 67, F, carries -0.247; number 68, F, carries -0.176; number 69, C, carries 0.824; number 70, O, carries -0.889; number 71, C, carries 0.350; number 72, F, carries -0.258; number 73, F, carries -0.248; number 74, F, carries -0.188; number 75, C, carries 0.249; number 76, F, carries -0.241; number 77, F, carries -0.268; number 78, F, carries -0.244

=====

3.
Here is C31H31F4N4OPReS as an isolated structure from the Open Molecules 2025 dataset. Energies are from ωB97M-V/def2-TZVPD.

Summary:
- Highest occupied orbital energy (alpha / beta): -13.648 / -14.128 eV
- Multiplicity: 4
- Relative energy (zero: lowest compared OMol25 entry of this formula, charge and spin): 0.000 eV
- Gap between HOMO and LUMO (alpha / beta): 7.865 / 7.243 eV
- Net charge: +2
- LUMO (alpha / beta): -0.2126 / -0.2530 Ha

CARTESIAN COORDINATES (ANGSTROEM)
Re  -0.75593  1.00720  -0.23814
C  -2.77991  2.85928  -1.74957
N  -1.94401  2.87863  -0.52844
C  -2.80587  3.14883  0.65000
C  -0.92312  3.95765  -0.65078
C  0.14282  3.78980  0.42366
N  0.28877  2.35712  0.70381
C  1.10025  2.03581  1.81879
C  0.52880  1.57061  2.99451
F  -0.79963  1.37403  3.03819
C  1.31193  1.32443  4.10770
F  0.73736  0.85208  5.21111
C  2.67198  1.55403  4.07391
C  3.25269  2.00801  2.90336
F  4.56373  2.21222  2.84193
C  2.47752  2.24321  1.78205
F  3.03267  2.68553  0.64982
H  -3.26004  3.83049  -1.89094
H  -2.15652  2.63503  -2.61231
H  -3.55311  2.10069  -1.63670
H  -3.32234  4.10167  0.51595
H  -3.53868  2.35150  0.75254
H  -2.19937  3.18703  1.55307
H  -0.48527  3.87591  -1.64170
H  -1.41346  4.93047  -0.56978
H  1.08367  4.21490  0.06516
H  -0.11640  4.30873  1.35040
H  3.27997  1.36942  4.94940
O  0.24005  1.84617  -2.53459
C  0.69884  1.13447  -1.66877
C  2.04571  0.55465  -1.58161
C  3.08510  0.96268  -2.41060
C  4.31460  0.33796  -2.29172
C  4.48502  -0.70761  -1.38828
C  3.43814  -1.13553  -0.58120
C  2.21844  -0.47485  -0.65153
P  0.66335  -0.94343  0.14492
C  0.15412  -2.41036  -0.80820
C  -0.34186  -3.56321  -0.21250
C  -0.71058  -4.64849  -1.00199
C  -0.57193  -4.59419  -2.37878
C  -0.05592  -3.44984  -2.97910
C  0.30002  -2.36008  -2.20053
C  0.86875  -1.45520  1.85783
C  2.10739  -1.46669  2.49391
C  2.19746  -1.86276  3.82083
C  1.05925  -2.23750  4.51730
C  -0.18203  -2.20556  3.89331
C  -0.28027  -1.81529  2.56919
H  2.92443  1.75631  -3.12855
H  5.14163  0.65071  -2.91427
H  5.44311  -1.20583  -1.32235
H  3.57791  -1.98364  0.07527
H  -0.43587  -3.63242  0.86296
H  -1.09147  -5.54441  -0.53052
H  -0.84057  -5.44904  -2.98491
H  0.09573  -3.41810  -4.05072
H  0.73491  -1.49112  -2.68198
H  2.99854  -1.13910  1.97724
H  3.16234  -1.87460  4.31062
H  1.13553  -2.54636  5.55109
H  -1.07331  -2.48163  4.44017
H  -1.25227  -1.79390  2.08848
C  -3.40936  -1.88314  -3.73341
N  -2.84141  -1.41258  -2.47492
C  -3.53994  -0.84656  -1.51544
N  -4.84359  -0.64872  -1.66032
S  -2.81361  -0.38832  0.00002
H  -2.60314  -2.28008  -4.34211
H  -3.87477  -1.05887  -4.27472
H  -4.13672  -2.67881  -3.56266
H  -1.88609  -1.66611  -2.25344
H  -5.35852  -1.02118  -2.44368
H  -5.36566  -0.23214  -0.90672

Cartesian forces (eV/Å) of the 3 atoms listed first:
-0.5 0.1 0.1
0.0 0.0 0.0
-0.1 0.0 0.0

Just the Mulliken charges please, in e? Sure, here they are: number 1, Re, carries 0.172; number 2, C, carries -1.013; number 3, N, carries -0.241; number 4, C, carries -0.961; number 5, C, carries -0.957; number 6, C, carries -0.971; number 7, N, carries 1.600; number 8, C, carries -1.353; number 9, C, carries 0.752; number 10, F, carries -0.479; number 11, C, carries 0.299; number 12, F, carries -0.377; number 13, C, carries -0.493; number 14, C, carries 0.317; number 15, F, carries -0.315; number 16, C, carries 0.625; number 17, F, carries -0.403; number 18, H, carries 0.407; number 19, H, carries 0.326; number 20, H, carries 0.352; number 21, H, carries 0.408; number 22, H, carries 0.340; number 23, H, carries 0.279; number 24, H, carries 0.450; number 25, H, carries 0.568; number 26, H, carries 0.438; number 27, H, carries 0.521; number 28, H, carries 0.578; number 29, O, carries -0.648; number 30, C, carries 0.204; number 31, C, carries 1.275; number 32, C, carries -1.039; number 33, C, carries -0.815; number 34, C, carries -0.909; number 35, C, carries -0.641; number 36, C, carries 0.469; number 37, P, carries 1.505; number 38, C, carries 1.445; number 39, C, carries -0.478; number 40, C, carries -0.828; number 41, C, carries -0.735; number 42, C, carries -0.521; number 43, C, carries -1.054; number 44, C, carries 0.918; number 45, C, carries -0.879; number 46, C, carries -0.780; number 47, C, carries -0.862; number 48, C, carries -0.654; number 49, C, carries -0.830; number 50, H, carries 0.553; number 51, H, carries 0.475; number 52, H, carries 0.504; number 53, H, carries 0.631; number 54, H, carries 0.520; number 55, H, carries 0.479; number 56, H, carries 0.469; number 57, H, carries 0.570; number 58, H, carries 0.215; number 59, H, carries 0.369; number 60, H, carries 0.512; number 61, H, carries 0.438; number 62, H, carries 0.467; number 63, H, carries 0.443; number 64, C, carries -1.214; number 65, N, carries 0.108; number 66, C, carries 0.807; number 67, N, carries -0.323; number 68, S, carries -0.540; number 69, H, carries 0.332; number 70, H, carries 0.421; number 71, H, carries 0.412; number 72, H, carries -0.150; number 73, H, carries 0.201; number 74, H, carries 0.284